## P
# CH2N4O

The molecule CH2N4O (the ωB97M-V functional and the def2-TZVPD basis, the Open Molecules 2025 dataset).

XYZ file:
```
8
Properties=species:S:1:pos:R:3
H -0.2066 0.3139 1.6071
N 1.6621 -0.0710 -0.5347
N -1.6592 0.2509 -0.9414
C 0.4261 -0.0470 -0.2479
N -0.3111 -0.4095 0.8219
N -0.5011 0.3147 -1.3682
H 2.2658 -0.2095 0.2463
O -1.6761 -0.1425 0.4170
```

Properties
Spin multiplicity = 1
Gap between HOMO and LUMO = 10.2 eV
LUMO energy = -0.00289 Ha
Structure (SMILES) = [H]/N=c1/nno[nH]1
HOMO = -10.3 eV

Here are the natural (NBO) charges for atoms 1 to 5, given in e: atom 1 (H): 0.3997, atom 2 (N): -0.6256, atom 3 (N): 0.1828, atom 4 (C): 0.4380, atom 5 (N): -0.3401

## Q
# CH2N4O

The molecule CH2N4O (the ωB97M-V functional and the def2-TZVPD basis, the Open Molecules 2025 dataset).

XYZ file:
```
8
Properties=species:S:1:pos:R:3
O -2.1563 -0.4170 -0.1455
N -0.2379 0.7294 0.1520
C -0.9120 -0.4546 0.0710
H -0.6788 1.6145 -0.2495
H 1.8175 0.8114 0.3798
N 1.1286 -1.0736 -0.1486
N -0.0049 -1.5178 0.1278
N 1.0438 0.3077 -0.1870
```

Properties
Spin multiplicity = 1
Gap between HOMO and LUMO = 9.6 eV
LUMO energy = -0.00834 Ha
Structure (SMILES) = O=c1nn[nH][nH]1
HOMO = -9.9 eV

Here are the natural (NBO) charges for atoms 1 to 5, given in e: atom 1 (O): -0.5991, atom 2 (N): -0.4597, atom 3 (C): 0.6597, atom 4 (H): 0.4438, atom 5 (H): 0.4023

## R
# CH2N4O

A cluster of 2 separate species, CH2N4O in total (the ωB97M-V functional and the def2-TZVPD basis, the Open Molecules 2025 dataset).

XYZ file:
```
8
Properties=species:S:1:pos:R:3
O 1.4780 1.0675 0.0895
N 1.6073 -1.1695 -0.0442
H -1.2589 -0.8789 0.8268
N 1.5168 -0.0698 0.0011
C -0.9471 0.7437 -0.0512
N -0.6121 -0.5501 0.0834
N -1.1895 1.8735 -0.1371
H -0.5945 -1.0163 -0.7683
```

Properties
Spin multiplicity = 1
Gap between HOMO and LUMO = 10.4 eV
LUMO energy = 0.01759 Ha
Structure (SMILES) = N#[N+][O-].N#CN
HOMO = -9.9 eV

Here are the natural (NBO) charges for atoms 1 to 5, given in e: atom 1 (O): -0.3112, atom 2 (N): -0.1233, atom 3 (H): 0.4223, atom 4 (N): 0.4472, atom 5 (C): 0.3794

Most stable one: Q, least stable one: P.

## P
# C6H7Cl

The molecule C6H7Cl (the ωB97M-V functional and the def2-TZVPD basis, the Open Molecules 2025 dataset).

XYZ file:
```
14
Properties=species:S:1:pos:R:3
C -1.0938 -0.0608 0.9232
H -2.3455 -1.6624 0.7590
C 1.0480 0.0826 -1.1989
C -0.2978 1.1526 0.5375
C 1.5840 -0.9144 -0.5078
H -0.6111 2.0998 1.0670
C 0.6526 1.2703 -0.3128
H 1.8991 -1.8708 -1.0530
H 1.1728 0.1875 -2.3068
H 1.7488 -0.8437 0.7318
C -1.7559 -0.8690 0.1183
H 1.0106 2.3148 -0.4929
H -1.6253 -0.9160 -0.9634
Cl -1.3865 0.0295 2.6987
```

Properties
Spin multiplicity = 1
Gap between HOMO and LUMO = 9.9 eV
LUMO energy = 0.02993 Ha
Structure (SMILES) = C=C/C=C\C(=C)Cl
HOMO = -9.0 eV

Here are the natural (NBO) charges for atoms 1 to 5, given in e: atom 1 (C): -0.0154, atom 2 (H): 0.2260, atom 3 (C): -0.2750, atom 4 (C): -0.2477, atom 5 (C): -0.3645

## Q
# C6H7Cl

The molecule C6H7Cl (the ωB97M-V functional and the def2-TZVPD basis, the Open Molecules 2025 dataset).

XYZ file:
```
14
Properties=species:S:1:pos:R:3
C -0.5319 1.5988 -0.5271
C -0.3317 0.0057 1.5745
H 0.4346 1.4596 -0.9046
C 0.9510 -1.4814 -1.2219
H -0.7253 0.1958 2.4954
C -0.7970 0.2125 0.1628
Cl -2.4082 -0.2998 -0.3110
H -1.1952 1.7172 -1.3446
H 1.7139 -2.2213 -1.1013
C 0.5858 -0.7225 -0.1239
C 0.9129 -0.6266 1.2965
H 1.6299 -0.9945 1.8722
H 0.2511 -1.3304 -2.0138
H -0.4899 2.4870 0.1468
```

Properties
Spin multiplicity = 1
Gap between HOMO and LUMO = 9.2 eV
LUMO energy = 0.02068 Ha
Structure (SMILES) = C=C1C=C[C@]1(C)Cl
HOMO = -8.7 eV

Here are the natural (NBO) charges for atoms 1 to 5, given in e: atom 1 (C): -0.6149, atom 2 (C): -0.1358, atom 3 (H): 0.2206, atom 4 (C): -0.4635, atom 5 (H): 0.2028

## R
# C6H7Cl

The molecule C6H7Cl (the ωB97M-V functional and the def2-TZVPD basis, the Open Molecules 2025 dataset).

XYZ file:
```
14
Properties=species:S:1:pos:R:3
C -0.8276 -1.5555 0.2494
H -1.5146 1.3878 2.0971
C -0.2559 0.9412 0.3562
C 0.7307 0.5759 -1.7629
H 0.0306 2.4168 1.8021
H -1.4997 -1.6638 1.1039
H 0.2447 -1.6847 0.7476
C 0.8324 1.2210 -0.5793
C -0.8363 -0.2640 -0.3740
C -0.5886 1.5774 1.4685
H 1.6321 1.8527 -0.3871
Cl -2.4014 0.3473 -0.9233
H 1.0177 0.4817 -2.7673
H -1.1733 -2.2973 -0.5048
```

Properties
Spin multiplicity = 1
Gap between HOMO and LUMO (spin up / spin down) = 8.6 / 8.6 eV
LUMO energy (spin up / spin down) = 0.00949 / 0.00945 Ha
HOMO (spin up / spin down) = -8.3 / -8.3 eV

Here are the natural (NBO) charges for atoms 1 to 5, given in e: atom 1 (C): -0.7048, atom 2 (H): 0.2172, atom 3 (C): -0.1117, atom 4 (C): -0.0907, atom 5 (H): 0.2084

Most stable one: P, least stable one: R.

## P
# C4H13NO2

A cluster of 3 separate species, C4H13NO2 in total (the ωB97M-V functional and the def2-TZVPD basis, the Open Molecules 2025 dataset).

XYZ file:
```
20
Properties=species:S:1:pos:R:3
C -0.4164 -0.6226 0.3268
C -1.6815 1.4663 0.7061
H -0.7409 -2.7335 -0.2269
H -2.1662 -0.2400 -0.6493
H 1.6852 -1.9791 1.0633
H 0.2512 -0.0060 0.9533
C -1.8312 -0.0189 0.3740
H 0.6216 0.2964 -1.3301
H -1.5866 1.6048 1.7875
H -0.8653 1.8211 0.0737
O 0.7500 1.1031 -1.8418
C -0.1079 -1.9459 0.1978
O 3.2310 1.7825 -0.5534
H 0.3852 0.9355 -2.7171
H -2.5938 2.0344 0.5150
H 2.3551 1.7976 -0.9612
N 0.9760 -2.6457 0.7482
H 0.7078 -3.1959 1.5771
H -2.5929 -0.5023 1.0062
H 3.6197 1.0481 -1.0492
```

Properties
Spin multiplicity = 2
Gap between HOMO and LUMO (spin up / spin down) = 8.9 / 5.5 eV
LUMO energy (spin up / spin down) = -0.18300 / -0.30749 Ha
Charge = +1
HOMO (spin up / spin down) = -13.9 / -13.9 eV
⟨S²⟩ = 0.76

Here are the natural (NBO) charges for atoms 1 to 5, given in e: atom 1 (C): -0.0253, atom 2 (C): -0.6274, atom 3 (H): 0.2352, atom 4 (H): 0.2568, atom 5 (H): 0.3992

## Q
# C4H13NO2

A cluster of 3 separate species, C4H13NO2 in total (the ωB97M-V functional and the def2-TZVPD basis, the Open Molecules 2025 dataset).

XYZ file:
```
20
Properties=species:S:1:pos:R:3
H 2.8691 -0.1666 0.5599
H 0.5575 0.5172 0.7313
O 0.3607 0.2149 2.9541
H -0.2787 0.0613 -3.1704
H 2.6594 -0.5728 -1.1530
C 0.0905 0.2550 -1.1235
O -2.8199 -0.0418 2.4135
C 2.1740 -0.5443 -0.1787
H 0.0010 -0.6649 2.8240
H 1.9886 -1.5728 0.0853
H -1.9512 0.8203 -1.6136
H -3.2724 0.5606 1.8114
N 0.9848 0.2579 -0.1591
C -1.1488 0.8450 -0.8933
H 0.5338 -1.2980 -2.5897
H -0.2795 0.9121 2.8415
C 0.4589 -0.2098 -2.4893
H -2.8891 -0.8659 1.9079
H -1.4272 1.2498 0.0740
H 1.3882 0.2428 -2.8323
```

Properties
Spin multiplicity = 2
Gap between HOMO and LUMO (spin up / spin down) = 11.4 / 8.4 eV
LUMO energy (spin up / spin down) = -0.12281 / -0.25367 Ha
Charge = +1
HOMO (spin up / spin down) = -14.8 / -15.3 eV
⟨S²⟩ = 0.77

Here are the natural (NBO) charges for atoms 1 to 5, given in e: atom 1 (H): 0.2569, atom 2 (H): 0.4404, atom 3 (O): -0.9551, atom 4 (H): 0.2500, atom 5 (H): 0.2402

## R
# C4H13NO2

A cluster of 2 separate species, C4H13NO2 in total (the ωB97M-V functional and the def2-TZVPD basis, the Open Molecules 2025 dataset).

XYZ file:
```
20
Properties=species:S:1:pos:R:3
H -1.2423 -2.5389 1.2384
O -0.2291 1.2651 2.0476
H -1.0796 2.6230 0.5466
H 0.7173 -0.4289 0.8376
H 4.4270 1.4874 -5.1123
H 1.1441 -1.9923 0.2542
C -0.9330 -1.7021 0.6077
C -1.9696 0.7006 0.4048
H -2.8310 -1.1286 0.8242
N -1.9293 -0.6621 0.8740
H -0.6158 0.4641 2.2357
C -0.7489 1.6099 0.7665
O 4.7842 0.8551 -4.4739
H 0.0115 1.4010 0.0031
H -1.0788 -1.9681 -0.4480
C 0.5658 -1.4866 1.0203
H -1.9583 0.6935 -0.6950
H 0.7357 -1.8066 2.0347
H -2.8617 1.1905 0.7891
H 5.0919 1.4241 -3.7554
```

Properties
Spin multiplicity = 2
Gap between HOMO and LUMO (spin up / spin down) = 9.9 / 5.1 eV
LUMO energy (spin up / spin down) = -0.12757 / -0.30580 Ha
Charge = +1
HOMO (spin up / spin down) = -13.4 / -13.4 eV
⟨S²⟩ = 0.75

Here are the natural (NBO) charges for atoms 1 to 5, given in e: atom 1 (H): 0.2504, atom 2 (O): -0.6561, atom 3 (H): 0.2243, atom 4 (H): 0.2314, atom 5 (H): 0.4687

## S
# C4H13NO2

A cluster of 3 separate species, C4H13NO2 in total (the ωB97M-V functional and the def2-TZVPD basis, the Open Molecules 2025 dataset).

XYZ file:
```
20
Properties=species:S:1:pos:R:3
H 0.9375 -1.2555 -0.9710
H -2.6842 4.6396 -0.1820
O -2.4256 4.2966 0.6771
H -1.4662 -1.4909 -1.1810
H -0.6695 -0.5538 2.4358
H -3.2473 3.9550 1.0655
C 1.6897 -1.1933 0.9365
H 0.2121 0.8384 2.0698
H -1.5092 0.9403 1.7788
C -1.5658 -0.5814 -0.5973
H 2.5264 -1.7649 0.4867
C -0.6457 0.2514 1.7095
H 1.2609 -1.8810 1.6991
H 2.1661 -0.3720 1.5228
H 1.6837 -2.0752 -3.0239
N 0.7162 -0.8935 -0.0354
H 3.2162 -1.2497 -2.8846
C -0.5508 -0.4268 0.3843
O 2.6019 -1.9873 -2.7516
H -2.5843 -0.1769 -0.5177
```

Properties
Spin multiplicity = 2
Gap between HOMO and LUMO (spin up / spin down) = 10.4 / 7.2 eV
LUMO energy (spin up / spin down) = -0.13955 / -0.25523 Ha
Charge = +1
HOMO (spin up / spin down) = -14.2 / -14.2 eV
⟨S²⟩ = 0.78

Here are the natural (NBO) charges for atoms 1 to 5, given in e: atom 1 (H): 0.4451, atom 2 (H): 0.4753, atom 3 (O): -0.9441, atom 4 (H): 0.2124, atom 5 (H): 0.2679

Most stable one: Q, least stable one: R.